This record from the Open Molecules 2025 dataset describes 2 unconnected molecules or ions with the total composition C4H10NO4 in a non-equilibrium geometry. The level of theory is the ωB97M-V functional and the def2-TZVPD basis.

Geometry as XYZ:
```
19
Properties=species:S:1:pos:R:3:forces:R:3:lowdin_charge:R:1
H -1.713 0.604 -0.627 -0.03 0.25 -0.09 0.16
H 0.711 1.252 0.845 -0.02 0.31 0.07 0.10
H -0.305 -1.001 -2.640 -0.19 0.11 0.50 0.10
H -2.162 -1.266 1.263 -0.48 0.12 -0.11 0.11
C -0.459 -1.009 -0.183 -1.14 0.35 1.81 -0.09
N -0.221 1.458 0.503 0.36 -0.58 -0.17 0.11
C -1.082 -1.315 1.254 1.00 0.00 -1.04 -0.29
O -0.488 -0.533 2.170 -0.35 0.06 0.38 -0.03
O -0.324 -0.061 -2.838 -0.05 0.17 -0.58 0.08
H 1.235 -0.709 2.128 0.41 0.14 -0.01 -0.04
H -0.758 -2.367 1.344 -0.06 -0.01 0.47 0.14
O 0.710 1.731 -2.106 -0.37 0.21 0.44 0.16
H -0.867 1.534 1.271 -0.03 -0.04 0.15 0.09
O 2.119 -0.916 2.489 -0.43 -0.21 0.10 -0.09
C -0.633 0.497 -0.485 -0.51 0.05 -0.27 -0.31
H -1.164 -1.601 -0.766 0.67 -0.21 -0.76 0.12
H 0.578 -1.336 -0.128 -0.01 -0.13 -0.48 0.13
C -0.009 0.821 -1.837 0.69 -0.59 -0.50 -0.47
H 1.815 -1.294 3.325 0.53 -0.01 0.10 0.03
```
Forces are in eV/Å.

Calculated values
calculated total energy = -514.03921 Ha
spin multiplicity = 2